Below is a structure of composition C2Br2O2 at a distorted geometry, with properties calculated with ωB97M-V with the def2-TZVPD basis set.

```
6
Properties=species:S:1:pos:R:3:forces:R:3:lowdin_charge:R:1
C -0.442074 0.534558 1.357942 1.0 -0.4 -1.4 -0.915
C 0.563346 -0.708079 -1.426682 1.2 -3.7 -2.4 -0.587
O -0.811095 1.118845 2.281759 -0.1 0.5 -1.1 0.084
O 0.550580 -1.089152 -2.515665 -0.2 1.0 0.9 -0.005
Br 0.142184 -1.189271 1.144228 -0.3 -1.0 1.9 0.871
Br -0.002940 1.333099 -0.841582 -1.6 3.6 2.1 0.552
```
Forces are in eV/Å.

- 2S+1 = 1
- calculated total energy (Eh) = -5374.60435
- frontier orbital gap (spin up / spin down) (eV) = 6.775 / 6.777
- energy above the lowest of the compared OMol25 structures with the same formula, charge and spin (kcal per mole) = 65.1



Below is a structure of composition C2BrClIO2 at a distorted geometry, with properties calculated with ωB97M-V with the def2-TZVPD basis set.

```
7
Properties=species:S:1:pos:R:3:forces:R:3:lowdin_charge:R:1
C -1.329722 0.495112 -0.112681 1.0 -1.5 1.9 -0.885
C -0.209914 -0.668421 -0.597918 -0.1 2.8 0.8 -1.105
O -1.800332 1.210143 -0.947654 -0.5 0.7 -0.9 0.017
O -1.391298 0.341115 1.135165 0.1 0.3 -1.8 -0.074
Cl 3.740864 0.954977 1.094007 0.2 0.0 -0.1 -0.601
Br -0.763331 -2.289529 -0.102260 -0.3 -2.0 0.0 0.755
I 1.753736 -0.043397 -0.468660 -0.4 -0.3 0.0 0.892
```
Forces are in eV/Å.

- 2S+1 = 1
- calculated total energy (Eh) = -3558.60152
- frontier orbital gap (spin up / spin down) (eV) = 6.668 / 6.665
- energy above the lowest of the compared OMol25 structures with the same formula, charge and spin (kcal per mole) = 25.1
- total charge = -1



Below is a cluster of 2 separate species, C2BrF3S in total at a distorted geometry, with properties calculated with ωB97M-V with the def2-TZVPD basis set.

```
7
Properties=species:S:1:pos:R:3:forces:R:3:lowdin_charge:R:1
C -1.341966 0.342833 0.781921 1.6 -0.4 -1.0 -0.713
C 0.929563 -0.190819 -0.417574 0.9 -1.2 1.2 -0.769
F -1.435533 1.638145 0.841249 -0.2 -0.6 0.1 0.040
F 1.042262 -1.538717 -0.533346 -0.9 0.9 0.2 -0.042
F 1.949312 0.133239 0.442325 -1.3 0.4 -1.1 -0.021
S -2.213745 -0.920283 1.075055 -0.1 0.5 0.1 0.790
Br 1.070108 0.535600 -2.189630 0.0 0.3 0.4 0.716
```
Forces are in eV/Å.

- 2S+1 = 1
- calculated total energy (Eh) = -3347.85503
- frontier orbital gap (spin up / spin down) (eV) = 8.336 / 7.707
- energy above the lowest of the compared OMol25 structures with the same formula, charge and spin (kcal per mole) = 74.8



Below is a structure of composition C2BrI3O at a distorted geometry, with properties calculated with ωB97M-V with the def2-TZVPD basis set.

```
7
Properties=species:S:1:pos:R:3:forces:R:3:lowdin_charge:R:1
C -1.321931 -0.976506 0.272620 1.1 -0.5 -0.3 -1.344
C 2.126519 0.485680 -0.623914 0.0 1.5 -0.3 -1.234
O -0.274602 -1.340838 -0.146211 -1.5 0.5 0.1 -0.117
Br -1.671453 -1.019704 2.163218 -0.1 0.0 0.1 0.605
I 2.281043 1.968248 -2.102739 0.0 -1.0 0.3 0.619
I 1.854300 1.125894 1.293398 0.0 -0.5 0.1 0.689
I -2.993879 -0.242771 -0.856370 0.5 -0.2 0.1 0.782
```
Forces are in eV/Å.

- 2S+1 = 3
- calculated total energy (Eh) = -3618.39353
- frontier orbital gap (spin up / spin down) (eV) = 7.458 / 7.461



Below is a cluster of 2 separate species, C2BrN2O2 in total at a distorted geometry, with properties calculated with ωB97M-V with the def2-TZVPD basis set.

```
7
Properties=species:S:1:pos:R:3:forces:R:3:lowdin_charge:R:1
C -1.353264 1.109385 0.050944 -0.5 -0.6 0.8 -0.534
C 0.590523 -0.513835 0.029718 -1.6 2.4 0.3 -0.772
N 0.662489 -1.887736 0.305248 0.3 -0.9 -1.6 -0.038
N 0.686354 -1.553399 -0.918583 0.2 -1.5 1.1 -0.033
O -2.232978 0.473386 -0.401784 0.5 -0.1 -0.5 0.101
O -0.814667 1.954183 0.641727 0.4 0.6 -0.2 0.110
Br 2.461541 0.418014 0.292727 0.7 0.1 0.1 0.165
```
Forces are in eV/Å.

- 2S+1 = 1
- calculated total energy (Eh) = -2910.19534
- frontier orbital gap (eV) = 7.330
- energy above the lowest of the compared OMol25 structures with the same formula, charge and spin (kcal per mole) = 26.3
- total charge = -1



Below is a cluster of 2 separate species, C2BrNO2 in total at a distorted geometry, with properties calculated with ωB97M-V with the def2-TZVPD basis set.

```
6
Properties=species:S:1:pos:R:3:forces:R:3:lowdin_charge:R:1
C -1.255183 -0.298320 -0.329555 -1.2 0.1 0.4 -0.164
C -0.000988 -0.439608 -0.791687 2.3 1.5 1.1 -0.124
N -2.354268 -0.203233 0.029199 0.2 -0.1 -0.2 0.264
O 1.087141 -0.533205 -1.135820 -1.0 -0.7 -0.4 0.151
O 0.444538 0.947251 1.097186 -2.4 -0.6 -1.2 -0.882
Br 2.078761 0.527114 1.130678 2.1 -0.2 0.3 0.755
```
Forces are in eV/Å.

- 2S+1 = 1
- calculated total energy (Eh) = -2855.25462
- frontier orbital gap (spin up / spin down) (eV) = 6.518 / 6.522
- energy above the lowest of the compared OMol25 structures with the same formula, charge and spin (kcal per mole) = 98.7



Below is the ion C2BrO4 with charge -1 at a distorted geometry, with properties calculated with ωB97M-V with the def2-TZVPD basis set.

```
7
Properties=species:S:1:pos:R:3:forces:R:3:lowdin_charge:R:1
C -0.168852 -0.825092 -0.729504 -2.7 -0.1 1.9 -0.772
C 0.056351 0.360578 0.377664 0.2 -0.6 0.7 -0.805
O 0.625503 -0.731389 -1.611256 2.0 -0.3 -2.4 -0.079
O -1.159632 -1.548756 -0.551844 0.2 0.2 0.6 -0.037
O -0.900040 1.217044 0.796132 -0.4 0.1 0.1 -0.012
O -0.195753 0.349222 1.782041 0.0 -0.3 -1.3 -0.023
Br 1.742422 1.178394 -0.063232 0.8 0.9 0.4 0.728
```
Forces are in eV/Å.

- 2S+1 = 1
- calculated total energy (Eh) = -2951.13994
- frontier orbital gap (eV) = 8.244
- structure (SMILES) = O=C([O-])C1(Br)OO1
- energy above the lowest of the compared OMol25 structures with the same formula, charge and spin (kcal per mole) = 132.9
- total charge = -1



Below is a cluster of 2 separate species, C2Cl4N2 in total at a distorted geometry, with properties calculated with ωB97M-V with the def2-TZVPD basis set.

```
8
Properties=species:S:1:pos:R:3:forces:R:3:lowdin_charge:R:1
C 0.134578 -0.487618 -0.333021 -1.3 -0.8 -0.5 -0.628
C 0.550026 0.549709 -0.984616 -0.6 2.2 -1.8 -1.179
N -0.831562 -1.524660 -0.444622 -1.6 0.4 -1.0 0.191
N 0.258683 -1.823825 -0.023176 1.8 -1.8 1.8 0.172
Cl -1.475268 2.471009 3.072567 1.4 -2.2 -1.4 -0.031
Cl -0.376001 1.407998 -2.265221 0.4 -0.9 1.3 0.596
Cl -0.363267 0.795612 1.772039 -1.7 2.4 1.6 0.176
Cl 1.914746 1.357721 -0.505473 1.5 0.7 0.0 0.703
```
Forces are in eV/Å.

- 2S+1 = 1
- calculated total energy (Eh) = -2026.27518
- frontier orbital gap (spin up / spin down) (eV) = 6.475 / 6.463
- structure (SMILES) = ClC(Cl)=C1N=N1.ClCl
- energy above the lowest of the compared OMol25 structures with the same formula, charge and spin (kcal per mole) = 135.6



Below is a cluster of 2 separate species, C2Cl4P2 in total at a distorted geometry, with properties calculated with ωB97M-V with the def2-TZVPD basis set.

```
8
Properties=species:S:1:pos:R:3:forces:R:3:lowdin_charge:R:1
C -1.131881 0.282162 0.252833 0.2 -0.3 0.2 -0.599
C -0.010128 0.533113 0.704115 0.0 -0.3 -0.2 0.010
P -2.642178 -0.228028 -0.485493 -0.2 -0.1 0.6 0.162
P 3.275874 -0.664940 0.550235 -0.4 1.1 0.2 0.063
Cl -3.379606 1.592250 -1.061352 -0.1 0.0 0.1 0.144
Cl -3.913360 -0.747990 1.144007 0.8 0.4 -0.7 0.078
Cl 4.035282 1.106370 -0.150601 -0.2 -0.4 0.3 0.048
Cl 3.765997 -1.872938 -0.953746 0.0 -0.4 -0.4 0.095
```
Forces are in eV/Å.

- 2S+1 = 1
- calculated total energy (Eh) = -2599.56309
- frontier orbital gap (spin up / spin down) (eV) = 5.011 / 7.562
- energy above the lowest of the compared OMol25 structures with the same formula, charge and spin (kcal per mole) = 77.0



Below is a structure of composition C2ClF2OS at a distorted geometry, with properties calculated with ωB97M-V with the def2-TZVPD basis set.

```
7
Properties=species:S:1:pos:R:3:forces:R:3:lowdin_charge:R:1
C -0.567411 -0.958860 -0.104218 -0.4 0.7 -0.1 -0.975
C 0.009114 0.430132 0.082810 -0.2 -0.2 -1.7 -0.851
O -0.058477 -2.007009 -0.316686 0.7 -0.8 -0.1 0.036
F -0.072284 1.260432 -0.914572 0.4 -0.2 0.1 0.048
F 2.583880 0.586130 -0.361937 -1.1 -0.1 0.3 -0.728
S -2.173686 -0.411895 0.074683 -0.1 0.0 0.1 0.640
Cl 0.278865 1.101070 1.539920 0.7 0.6 1.5 0.830
```
Forces are in eV/Å.

- 2S+1 = 1
- calculated total energy (Eh) = -1209.52949
- frontier orbital gap (spin up / spin down) (eV) = 7.580 / 7.582
- energy above the lowest of the compared OMol25 structures with the same formula, charge and spin (kcal per mole) = 73.7
- total charge = -1



Below is the ion C2ClF2OS with charge -1 at a distorted geometry, with properties calculated with ωB97M-V with the def2-TZVPD basis set.

```
7
Properties=species:S:1:pos:R:3:forces:R:3:lowdin_charge:R:1
C -0.869294 -0.226999 -0.344714 -2.1 -0.8 -0.1 -1.081
C 0.350826 0.303616 0.297372 5.0 0.6 0.0 -0.628
O -1.232493 0.181936 -1.427679 0.7 0.9 -0.9 -0.071
F 0.689125 -0.126125 1.511810 -0.5 0.9 -0.9 0.017
F 0.700300 1.612373 0.161812 -1.4 -1.3 0.6 0.027
S -1.717685 -1.320357 0.610232 -0.1 -0.5 0.6 0.523
Cl 2.079223 -0.424446 -0.808832 -1.6 0.2 0.7 0.213
```
Forces are in eV/Å.

- 2S+1 = 1
- calculated total energy (Eh) = -1209.61492
- frontier orbital gap (eV) = 7.343
- structure (SMILES) = [O-]C(=S)C(F)(F)Cl
- energy above the lowest of the compared OMol25 structures with the same formula, charge and spin (kcal per mole) = 20.1
- total charge = -1



Below is a structure of composition C2ClI3O at a distorted geometry, with properties calculated with ωB97M-V with the def2-TZVPD basis set.

```
7
Properties=species:S:1:pos:R:3:forces:R:3:lowdin_charge:R:1
C 1.034763 0.404484 -0.126262 0.5 1.4 -2.1 -1.017
C -0.010033 -0.623289 -0.178873 -2.7 -0.3 -1.2 -1.353
O 1.616105 0.803796 -1.128293 -1.0 -0.8 3.0 0.022
Cl 1.095613 0.996809 1.514797 1.3 0.7 -0.2 0.601
I -2.441844 1.417542 0.629748 1.0 -0.6 -0.4 -0.004
I -0.824016 -1.142177 -2.069634 0.8 0.2 0.9 0.847
I -0.470589 -1.857162 1.358519 0.2 -0.5 0.1 0.904
```
Forces are in eV/Å.

- 2S+1 = 1
- calculated total energy (Eh) = -1504.61698
- frontier orbital gap (spin up / spin down) (eV) = 4.941 / 4.956
- energy above the lowest of the compared OMol25 structures with the same formula, charge and spin (kcal per mole) = 52.7